Density functional theory data (wB97M-V/def2-TZVPD) for an isolated molecule of C2H4N4.

The geometry in XYZ format:
```
10
C2H4N4 (wB97M-V/def2-TZVPD)
N 0.894 -1.295 -0.169
C -0.037 -0.243 -0.098
C -1.254 -0.178 0.707
N -1.450 1.210 0.821
N -0.488 1.893 0.291
N 0.391 1.084 -0.246
H 1.138 -1.564 -1.112
H 0.533 -2.099 0.329
H -0.983 -0.344 -0.796
H 1.205 1.461 -0.704
```

Values from the calculation:
ΔE to the lowest compared entry with this formula, charge and spin = 454.6 kJ/mol
2S+1 = 1
Orbital gap = 9.1 eV